(1)
Molecular formula: C26H29N3O3
Method: DFT, the ωB97M-V functional and the def2-TZVPD basis

Structure (XYZ):
```
61
Properties=species:S:1:pos:R:3:forces:R:3:nbo_charge:R:1
C 2.584 4.826 -0.381 0.0 0.0 0.2 -0.59
C 2.281 4.045 0.898 0.1 0.0 -0.2 -0.42
C 1.570 2.763 0.580 0.1 0.1 0.2 -0.07
C 0.202 2.659 0.646 0.2 -0.3 -0.1 -0.13
C -0.465 1.475 0.317 0.1 -0.2 -0.1 -0.23
C -1.926 1.399 0.427 0.2 -0.2 0.0 0.54
O -2.601 2.308 0.885 0.0 -0.1 0.0 -0.60
C -2.472 0.113 -0.029 0.5 0.1 -0.1 -0.27
C -3.898 -0.186 0.004 -0.3 -0.4 0.1 0.38
N -4.345 -1.354 0.400 0.5 -0.1 0.2 -0.49
C -5.705 -1.280 0.304 -0.4 0.6 -0.3 0.16
C -6.684 -2.223 0.604 0.1 0.1 0.0 -0.23
C -7.999 -1.867 0.401 -0.1 -0.2 0.1 -0.23
C -8.350 -0.605 -0.086 -0.1 0.1 0.0 -0.22
C -7.397 0.346 -0.387 0.0 0.2 -0.1 -0.24
C -6.070 -0.002 -0.188 -0.2 -0.7 0.3 0.09
N -4.892 0.672 -0.379 0.2 -0.3 0.1 -0.34
C -4.756 1.976 -0.964 0.1 0.6 0.0 -0.41
C -1.630 -0.885 -0.381 -0.7 0.2 0.0 0.27
O -0.302 -0.810 -0.427 0.2 -0.1 0.0 -0.43
C 0.290 0.373 -0.094 0.2 1.0 0.3 0.32
C 1.684 0.444 -0.172 0.0 -0.4 -0.1 -0.11
C 2.481 -0.745 -0.660 -0.2 0.0 -0.1 -0.26
N 3.711 -0.902 0.114 0.0 0.1 -0.1 -0.49
C 3.468 -1.300 1.504 0.1 0.0 0.4 -0.22
C 3.766 -2.780 1.790 -0.1 0.0 -0.2 -0.42
C 3.438 -3.638 0.571 0.1 0.0 0.1 -0.40
C 4.289 -3.207 -0.633 0.0 0.2 0.2 -0.42
C 4.740 -1.741 -0.492 0.2 -0.2 -0.4 -0.03
C 5.244 -1.179 -1.820 0.0 -0.1 0.3 -0.62
C 2.319 1.640 0.169 -0.5 -0.2 0.0 0.35
O 3.657 1.750 0.119 0.0 0.3 -0.1 -0.69
H 3.226 4.239 -1.033 0.1 0.0 -0.1 0.21
H 1.662 5.054 -0.913 -0.1 0.0 -0.1 0.20
H 3.089 5.759 -0.144 0.1 0.1 -0.1 0.21
H 3.220 3.817 1.405 -0.1 0.1 0.1 0.22
H 1.660 4.651 1.559 0.0 0.0 0.1 0.21
H -0.400 3.496 0.964 -0.1 0.1 0.1 0.24
H -6.408 -3.194 0.981 0.0 -0.1 0.0 0.22
H -8.783 -2.575 0.623 -0.1 -0.1 0.0 0.21
H -9.395 -0.369 -0.226 -0.1 0.0 0.0 0.21
H -7.682 1.321 -0.755 0.0 0.1 0.0 0.21
H -3.932 1.978 -1.680 -0.1 0.0 0.0 0.21
H -5.679 2.228 -1.484 0.1 -0.1 -0.1 0.21
H -4.547 2.725 -0.198 -0.1 -0.1 -0.2 0.24
H -2.000 -1.862 -0.660 0.0 0.0 0.0 0.22
H 1.840 -1.634 -0.633 0.1 0.0 -0.1 0.20
H 2.759 -0.564 -1.702 0.0 -0.1 0.0 0.22
H 2.425 -1.079 1.741 0.0 0.0 0.0 0.21
H 4.093 -0.673 2.152 -0.1 0.0 0.0 0.20
H 4.819 -2.912 2.046 0.0 0.0 0.1 0.20
H 3.176 -3.104 2.648 0.1 0.0 0.1 0.22
H 2.375 -3.532 0.343 0.0 -0.1 0.0 0.20
H 3.615 -4.690 0.799 -0.1 0.0 0.0 0.22
H 5.178 -3.835 -0.712 0.0 0.0 -0.1 0.21
H 3.717 -3.330 -1.555 0.0 0.0 -0.1 0.20
H 5.579 -1.700 0.214 -0.1 0.0 -0.1 0.20
H 6.157 -1.696 -2.103 0.1 0.0 -0.1 0.22
H 4.522 -1.320 -2.621 -0.1 0.0 -0.1 0.20
H 5.464 -0.118 -1.725 0.1 0.1 0.0 0.22
H 4.020 0.835 0.025 -0.1 -0.2 0.1 0.51
```
Forces are in eV/Å.

SMILES string: CCc1cc2c(=O)c(-c3nc4ccccc4n3C)coc2c(CN2CCCC[C@H]2C)c1O
E (a.u.): -1398.18713
Gap between HOMO and LUMO (eV): 8.39
Energy above the lowest of the compared OMol25 structures with the same formula, charge and spin (eV): 0.2318

***

(2)
Molecular formula: C26H29N7O3
Method: DFT, the ωB97M-V functional and the def2-TZVPD basis

Structure (XYZ):
```
65
Properties=species:S:1:pos:R:3:forces:R:3:nbo_charge:R:1
C -3.126 -0.250 -3.204 0.2 -0.4 0.4 -0.71
C -1.884 0.513 -2.774 -0.4 1.2 -1.6 0.69
O -1.507 1.427 -3.490 0.3 -0.4 0.7 -0.58
N -1.296 0.161 -1.580 -0.9 -0.4 -1.0 -0.62
C -0.239 0.766 -0.959 1.6 0.7 0.9 0.57
N -0.152 0.451 0.327 -0.3 -0.3 0.9 -0.54
C 0.817 1.038 1.029 0.1 0.2 -0.4 0.09
C 1.711 1.900 0.440 0.6 0.3 0.8 -0.31
C 1.610 2.139 -0.917 0.0 0.4 -0.5 0.25
C 2.534 3.055 -1.622 0.2 -0.1 0.2 0.04
C 3.799 3.494 -1.258 0.9 0.5 -0.4 0.18
C 4.657 3.099 -0.087 -0.2 0.0 -0.2 -0.65
N 4.326 4.378 -2.191 -0.1 -1.0 1.4 -0.48
C 3.418 4.470 -3.126 -0.5 0.7 -1.4 0.34
C 3.465 5.262 -4.354 -1.3 -0.8 0.1 -0.23
C 2.390 5.209 -5.221 -0.2 -0.9 1.2 -0.19
C 1.228 4.370 -4.890 1.4 0.2 1.0 -0.27
C 1.213 3.634 -3.717 0.3 0.9 -1.1 0.02
N 2.310 3.686 -2.843 -1.4 0.0 -1.3 -0.32
N 0.620 1.555 -1.588 -0.6 -0.1 -1.3 -0.49
H -2.911 -1.320 -3.248 -0.1 0.0 0.1 0.23
H -3.454 0.082 -4.193 0.3 0.1 0.3 0.25
H -3.934 -0.078 -2.489 0.0 -0.1 0.0 0.23
H -1.759 -0.546 -1.028 0.1 0.0 0.1 0.42
H 0.893 0.853 2.092 -0.2 -0.3 0.1 0.24
H 2.445 2.387 1.061 0.0 0.0 0.0 0.23
H 4.452 2.072 0.224 0.0 0.1 0.1 0.22
H 5.713 3.155 -0.365 -0.2 0.1 0.0 0.24
H 4.483 3.778 0.752 0.1 -0.1 0.0 0.23
H 4.336 5.873 -4.567 -0.1 -0.2 0.2 0.24
H 2.405 5.784 -6.143 -0.1 -0.1 0.1 0.22
H 0.377 4.322 -5.563 0.2 0.0 0.2 0.23
H 0.354 3.018 -3.481 0.3 -0.1 0.3 0.27
C -3.491 -0.132 2.212 0.3 -0.5 0.4 -0.41
N -2.188 -0.792 2.183 0.3 0.2 -0.6 -0.63
C -1.827 -1.789 3.000 -0.9 -0.4 0.8 0.66
O -2.581 -2.256 3.854 0.4 0.0 -0.3 -0.66
C -0.417 -2.376 2.811 0.2 0.3 -0.1 -0.12
C -0.469 -3.778 2.186 -0.3 -0.1 -0.1 -0.43
C -1.269 -3.870 0.899 -0.2 0.1 -0.2 0.08
C -0.691 -3.482 -0.324 -1.0 -0.3 -0.1 -0.25
C -1.424 -3.596 -1.520 -0.4 -0.2 0.8 -0.22
C -2.739 -4.093 -1.494 0.4 0.1 0.7 -0.23
C -3.325 -4.465 -0.272 0.9 0.3 0.0 -0.20
C -2.592 -4.353 0.923 0.3 0.3 -1.0 -0.24
N 0.302 -2.449 4.087 -0.6 -1.0 -0.9 -0.60
C 0.825 -1.389 4.698 0.6 1.4 0.5 0.69
C 1.391 -1.611 6.081 -0.1 0.0 -0.1 -0.71
O 0.869 -0.277 4.188 -0.2 0.0 -0.3 -0.66
H -4.286 -0.880 2.165 0.0 0.1 0.0 0.21
H -3.586 0.550 1.366 0.2 -0.1 0.0 0.20
H -3.595 0.432 3.141 -0.1 0.0 -0.1 0.21
H -1.489 -0.430 1.545 0.1 0.1 -0.1 0.43
H 0.134 -1.723 2.133 0.2 0.1 0.1 0.22
H -0.902 -4.468 2.913 -0.1 0.0 0.1 0.22
H 0.551 -4.110 1.988 0.1 0.1 0.1 0.22
H 0.323 -3.109 -0.350 0.1 0.0 0.0 0.21
H -0.968 -3.317 -2.460 0.0 0.0 0.0 0.22
H -3.298 -4.195 -2.415 0.0 0.0 0.0 0.21
H -4.338 -4.844 -0.250 0.0 0.0 0.0 0.22
H -3.047 -4.639 1.862 0.0 0.0 0.1 0.23
H 0.260 -3.316 4.595 -0.2 0.0 0.0 0.40
H 1.793 -0.670 6.453 -0.1 -0.1 -0.1 0.24
H 2.184 -2.354 6.033 0.0 -0.1 0.2 0.22
H 0.596 -1.952 6.742 0.1 -0.1 0.1 0.23
```
Forces are in eV/Å.

SMILES string: CC(=O)Nc1nccc(-c2c(C)nc3ccccn23)n1.CNC(=O)[C@H](Cc1ccccc1)NC(C)=O
E (a.u.): -1617.28545
Gap between HOMO and LUMO (eV): 8.29

***

(3)
Molecular formula: C26H30Br2N2O4PS2Y
Method: DFT, the ωB97M-V functional and the def2-TZVPD basis

Structure (XYZ):
```
68
Properties=species:S:1:pos:R:3:forces:R:3:nbo_charge:R:1
Y -0.312 0.334 -0.781 -0.2 -0.2 0.1 1.73
Br 5.581 5.454 -0.797 0.0 0.0 0.0 0.07
C 3.816 4.774 -0.848 0.0 0.0 0.0 0.00
C 2.830 5.421 -0.228 0.1 0.0 0.0 -0.28
C 1.465 4.889 -0.195 -0.1 0.0 0.0 -0.26
C 1.153 3.758 -0.837 0.2 0.1 -0.1 0.26
C 2.188 2.963 -1.547 -0.1 -0.1 0.1 -0.28
C 3.632 3.516 -1.632 0.0 0.0 0.0 -0.27
N -0.051 3.056 -0.638 -0.2 -0.4 0.0 -0.48
C -1.162 3.666 -0.556 0.1 0.2 0.0 0.15
C -2.383 2.969 -0.123 0.0 0.0 0.0 0.13
C -3.596 3.637 -0.096 0.0 0.0 0.0 -0.21
C -4.715 2.965 0.369 0.0 0.0 0.0 -0.14
C -4.576 1.658 0.798 0.0 0.0 0.0 -0.24
C -3.325 1.060 0.726 0.0 0.0 0.0 0.10
N -2.249 1.697 0.276 0.1 0.0 -0.1 -0.49
H 3.037 6.338 0.307 0.0 0.0 0.0 0.23
H 0.748 5.365 0.463 0.0 0.0 0.0 0.21
H 1.823 2.600 -2.511 0.0 0.0 0.0 0.24
H 4.002 3.670 -2.648 0.0 0.0 0.0 0.24
H -1.239 4.735 -0.761 0.0 0.0 0.0 0.19
H -3.657 4.661 -0.438 0.0 0.0 0.0 0.23
H -5.678 3.456 0.398 0.0 0.0 0.0 0.23
H -5.420 1.099 1.177 0.0 0.0 0.0 0.23
H -3.170 0.032 1.029 0.0 0.0 0.0 0.23
C 1.551 -3.030 3.360 0.0 0.0 -0.1 -0.64
C 2.202 -3.478 2.067 0.0 0.0 0.0 0.12
C 2.253 -4.987 1.922 0.0 0.0 0.0 -0.63
O 1.595 -2.901 0.879 -0.1 -0.1 0.1 -0.84
P 0.077 -2.622 0.542 0.3 -0.1 0.0 1.75
S -0.012 -2.383 -1.422 -0.1 0.1 0.2 -0.57
S -0.619 -1.035 1.588 0.0 0.0 -0.1 -0.70
O -0.613 -3.964 1.047 -0.1 0.0 0.0 -0.86
C -2.035 -4.264 1.175 0.0 0.0 0.0 0.12
C -2.904 -3.564 0.146 0.0 0.0 0.0 -0.65
C -2.467 -3.995 2.604 0.0 0.0 0.0 -0.64
H 2.123 -3.436 4.196 0.0 0.0 0.0 0.22
H 0.527 -3.397 3.435 0.0 0.0 0.0 0.21
H 1.538 -1.944 3.439 0.0 0.0 0.0 0.23
H 3.216 -3.078 2.024 0.0 0.0 0.0 0.19
H 1.253 -5.414 1.984 0.0 0.0 0.0 0.22
H 2.867 -5.407 2.720 0.0 0.0 0.0 0.21
H 2.691 -5.262 0.963 0.0 0.0 0.0 0.22
H -2.066 -5.338 0.983 0.0 0.0 0.0 0.19
H -2.870 -2.480 0.267 0.0 0.0 0.0 0.22
H -3.933 -3.901 0.286 0.0 0.0 0.0 0.22
H -2.589 -3.801 -0.867 0.0 0.0 0.0 0.24
H -2.429 -2.928 2.820 0.0 0.0 0.0 0.22
H -1.815 -4.519 3.303 0.0 0.0 0.0 0.22
H -3.489 -4.349 2.751 0.0 0.0 0.0 0.21
C -4.060 -0.746 -2.187 0.1 0.0 0.0 -0.27
O -2.737 -0.419 -1.767 0.0 0.0 0.0 -0.62
C -2.020 0.556 -2.531 0.1 0.2 -0.2 0.29
O -2.573 1.048 -3.479 0.0 -0.1 0.0 -0.63
H -4.501 -1.360 -1.403 0.0 0.0 0.0 0.18
H -4.034 -1.305 -3.123 0.0 0.0 0.0 0.19
H -4.648 0.160 -2.340 0.0 0.0 0.0 0.19
Br 6.504 1.733 -2.574 0.0 0.0 0.0 0.02
C 4.783 1.234 -1.926 0.1 0.1 0.0 -0.03
C 4.217 0.092 -2.295 -0.1 -0.1 0.0 -0.25
C 2.862 -0.296 -1.853 -0.1 0.0 0.0 -0.26
C 2.080 0.475 -1.078 0.1 0.1 0.0 -0.52
C 2.679 1.788 -0.659 0.0 0.1 -0.1 -0.18
C 4.156 2.199 -0.982 0.0 0.0 0.0 -0.29
H 4.741 -0.573 -2.971 0.0 0.0 0.0 0.22
H 2.503 -1.248 -2.229 0.0 0.0 0.0 0.21
H 2.452 2.005 0.390 0.1 0.0 0.0 0.21
H 4.802 2.358 -0.115 0.0 0.0 0.0 0.23
```
Forces are in eV/Å.

E (a.u.): -7743.41204
Gap between HOMO and LUMO (eV): 6.17
Energy above the lowest of the compared OMol25 structures with the same formula, charge and spin (eV): 1.9436